[1]
This record from OMol25 describes one molecule with the formula CH6N2P2 at a distorted geometry. The level of theory is wB97M-V/def2-TZVPD.

Summary:
**E_HOMO (spin up / spin down)**: -5.7947 / -8.7985 eV
**Frontier orbital gap (spin up / spin down)**: 6.4 / 6.2 eV
**Multiplicity**: 3

Last columns: bonded neighbours and bond lengths (Å).
Geometry (Å):
1 C 1.18 1.04 0.41  N2 1.293, H6 1.127, H8 1.126
2 N 1.48 -0.20 0.63  C1 1.293, P4 1.801
3 N -1.95 0.93 0.19  P5 1.548, H7 0.936
4 P 0.49 -1.42 -0.25  N2 1.801, P5 2.648, H9 1.558, H10 1.386
5 P -2.02 -0.60 -0.08  N3 1.548, P4 2.648, H11 1.467
6 H 0.46 1.35 -0.40  C1 1.127
7 H -2.39 1.19 0.97  N3 0.936
8 H 1.72 1.87 0.94  C1 1.126
9 H 1.27 -2.61 0.37  P4 1.558
10 H 1.30 -1.15 -1.35  P4 1.386
11 H -1.53 -0.40 -1.45  P5 1.467

Atom charges from the natural (NBO) analysis, given in e for atoms 1 to 8: number 1, C, carries -0.049; number 2, N, carries -0.671; number 3, N, carries -0.976; number 4, P, carries 0.468; number 5, P, carries 0.615; number 6, H, carries 0.154; number 7, H, carries 0.350; number 8, H, carries 0.179


[2]
This record from OMol25 describes a 2-piece molecular cluster, CH6N2S overall at a distorted geometry. The level of theory is wB97M-V/def2-TZVPD.

Summary:
**E_HOMO (spin up / spin down)**: -8.7443 / -8.4338 eV
**Frontier orbital gap (spin up / spin down)**: 7.9 / 7.9 eV

Last columns: bonded neighbours and bond lengths (Å).
Geometry (Å):
1 C 1.80 0.08 -0.02  N3 1.368, H5 1.143, H6 1.018, H7 1.132
2 N -2.56 -0.94 -0.13  H8 1.019, H9 1.039
3 N 0.63 0.79 -0.09  C1 1.368, S4 1.631, H10 0.956
4 S -0.27 0.74 1.27  N3 1.631
5 H 2.56 0.54 -0.73  C1 1.143
6 H 2.08 0.15 0.96  C1 1.018
7 H 1.72 -1.04 -0.20  C1 1.132
8 H -2.53 -0.08 -0.68  N2 1.019
9 H -3.44 -0.93 0.42  N2 1.039
10 H 0.00 0.70 -0.80  N3 0.956

Atom charges from the natural (NBO) analysis, given in e for atoms 1 to 8: number 1, C, carries -0.420; number 2, N, carries -0.623; number 3, N, carries -0.672; number 4, S, carries 0.138; number 5, H, carries 0.192; number 6, H, carries 0.214; number 7, H, carries 0.191; number 8, H, carries 0.292